Formula: C3H6N2O2
Source: OMol25
Level of theory: ωB97M-V/def2-TZVPD

As for the LUMO energy: 0.0303 hartree. The value obtained for the largest force on an atom is 0.07201 Eh/bohr. The SMILES is C/N=N\O.C=C=O. The calculation puts the HOMO-LUMO gap at 10.2836 eV.

Each line ends with the Löwdin charge.
Cartesian coordinates (Å):
C1 2.398 -0.379 -0.126  -0.089
N1 1.307 0.037 0.720  -0.084
N2 0.746 1.053 0.566  -0.003
O1 1.396 1.896 -0.504  -0.115
H1 2.762 0.323 -0.838  0.056
H2 2.012 -1.338 -0.492  0.084
H3 3.076 -0.759 0.713  0.108
H4 0.612 2.422 -0.700  0.061
C2 -2.979 -1.142 0.162  0.020
C3 -2.654 0.065 -0.052  -0.273
O2 -2.291 1.173 -0.151  0.145
H5 -3.505 -1.865 -0.400  0.060
H6 -2.881 -1.487 1.101  0.029


Formula: C3H6N2O2
Source: OMol25
Level of theory: ωB97M-V/def2-TZVPD

As for the LUMO energy: 0.0104 hartree. The value obtained for the largest force on an atom is 0.10944 Eh/bohr. The SMILES is CN(O)/C=N\C=O. The calculation puts the HOMO-LUMO gap at 9.4308 eV.

Each line ends with the Löwdin charge.
Cartesian coordinates (Å):
C1 -0.483 1.539 -1.924  -0.041
N1 -0.302 0.673 -0.731  -0.202
O1 -0.005 1.333 0.476  -0.032
C2 -0.315 -0.727 -0.764  -0.119
N2 -0.208 -1.615 0.151  0.103
C3 0.291 -1.362 1.313  -0.342
O2 1.052 -0.450 1.726  -0.004
H1 0.060 2.642 -1.704  0.157
H2 -1.807 1.691 -2.012  0.162
H3 -0.286 0.972 -2.777  0.022
H4 0.625 0.586 0.854  0.028
H5 -0.447 -1.042 -1.825  0.142
H6 0.092 -2.017 2.160  0.125


Formula: C3H6N2O2
Source: OMol25
Level of theory: ωB97M-V/def2-TZVPD

As for the LUMO energy: 0.0271 hartree. The value obtained for the largest force on an atom is 0.03238 Eh/bohr. The calculation puts the HOMO-LUMO gap at 9.6450 eV.

Each line ends with the Löwdin charge.
Cartesian coordinates (Å):
N1 -0.102 -1.622 0.074  0.162
C1 1.111 -1.026 0.184  -0.521
O1 2.119 -1.591 0.566  0.058
C2 1.139 0.444 -0.225  -0.083
O2 0.429 1.320 0.689  -0.082
C3 -0.775 1.776 0.484  -0.172
N2 -1.549 0.889 -0.310  0.007
H1 -0.156 -2.613 0.254  0.114
H2 -0.865 -1.140 -0.384  0.066
H3 0.741 0.585 -1.234  0.123
H4 2.170 0.790 -0.167  0.132
H5 -1.896 0.782 0.713  0.118
H6 -2.367 1.405 -0.642  0.078


Formula: C3H6N2O2
Source: OMol25
Level of theory: ωB97M-V/def2-TZVPD

As for the LUMO energy: 0.0205 hartree. The value obtained for the largest force on an atom is 0.01146 Eh/bohr. The SMILES is O=C1COC=N1.N. The calculation puts the HOMO-LUMO gap at 10.7365 eV.

Each line ends with the Löwdin charge.
Cartesian coordinates (Å):
O1 -1.346 1.197 0.653  0.079
C1 -0.208 0.817 0.782  -0.456
C2 0.240 -0.629 0.986  -0.062
O2 1.672 -0.521 1.012  -0.011
C3 1.924 0.781 0.857  -0.179
N1 0.958 1.616 0.734  0.164
H1 -0.071 -1.242 0.133  0.110
H2 -0.108 -1.039 1.938  0.142
H3 2.980 1.038 0.843  0.144
N2 -1.312 -0.662 -1.845  0.025
H4 -1.887 -0.111 -1.213  0.003
H5 -1.940 -1.249 -2.385  0.017
H6 -0.902 0.002 -2.496  0.023


Formula: C3H6N2O2
Source: OMol25
Level of theory: ωB97M-V/def2-TZVPD

As for the LUMO energy: 0.0212 hartree. The value obtained for the largest force on an atom is 0.05301 Eh/bohr. The SMILES is C#[N+][O-].C=C(N)O. The calculation puts the HOMO-LUMO gap at 8.9493 eV.

Each line ends with the Löwdin charge.
Cartesian coordinates (Å):
C1 -1.634 0.890 -1.420  0.135
N1 -0.866 1.578 -1.944  -0.239
O1 -0.019 2.283 -2.362  0.025
H1 -2.296 0.207 -1.032  0.060
C2 0.916 0.787 0.129  0.000
C3 0.375 -0.426 0.103  -0.604
N2 -0.655 -0.676 1.046  0.071
O2 0.495 -1.448 -0.721  0.074
H2 1.815 1.003 -0.375  0.047
H3 0.731 1.326 1.107  0.090
H4 -0.334 -0.122 1.881  0.104
H5 -0.838 -1.673 1.263  0.104
H6 1.348 -1.625 -1.149  0.136


Formula: C3H6N2O2
Source: OMol25
Level of theory: ωB97M-V/def2-TZVPD

As for the LUMO energy: 0.0304 hartree. The value obtained for the largest force on an atom is 0.07380 Eh/bohr. The calculation puts the HOMO-LUMO gap at 10.5410 eV.

Each line ends with the Löwdin charge.
Cartesian coordinates (Å):
C1 1.357 0.901 0.580  -0.097
C2 -2.126 -0.049 -0.245  0.016
C3 0.142 -0.660 -0.804  -0.671
O1 0.677 0.637 -0.628  -0.090
O2 -0.100 -0.835 -2.110  0.065
N1 -2.472 0.622 0.637  0.114
N2 0.302 -1.671 -0.059  0.145
H1 -0.307 -1.773 -2.236  0.124
H2 -2.648 1.354 1.292  0.081
H3 0.562 -1.489 0.900  0.042
H4 0.697 0.788 1.449  0.084
H5 1.695 1.934 0.519  0.092
H6 2.221 0.240 0.704  0.095


Formula: C3H6N2O2
Source: OMol25
Level of theory: ωB97M-V/def2-TZVPD

As for the LUMO energy: 0.0344 hartree. The value obtained for the largest force on an atom is 0.07039 Eh/bohr. The SMILES is C=NONC(C)=O. The calculation puts the HOMO-LUMO gap at 10.5318 eV.

Each line ends with the Löwdin charge.
Cartesian coordinates (Å):
C1 3.361 -0.609 0.031  -0.071
N1 2.212 -0.426 0.502  0.088
O1 1.325 0.321 -0.685  -0.149
N2 0.042 0.561 -0.256  -0.019
C2 -0.851 -0.540 -0.259  -0.557
C3 -2.182 -0.122 0.347  -0.009
O2 -0.678 -1.651 -0.612  0.105
H1 4.178 -0.961 0.667  0.075
H2 3.679 -0.479 -1.057  0.107
H3 -0.100 1.482 0.233  0.160
H4 -2.491 -0.776 1.157  0.082
H5 -2.816 -0.134 -0.608  0.114
H6 -2.030 0.960 0.618  0.074


Formula: C3H6N2O2
Source: OMol25
Level of theory: ωB97M-V/def2-TZVPD

As for the LUMO energy: 0.0292 hartree. The value obtained for the largest force on an atom is 0.08633 Eh/bohr. The SMILES is C=CCO/N=N\O. The calculation puts the HOMO-LUMO gap at 10.6278 eV.

Each line ends with the Löwdin charge.
Cartesian coordinates (Å):
C1 1.113 -1.214 -0.480  0.033
C2 1.553 -0.025 0.044  -0.172
C3 0.740 1.130 0.267  -0.230
O1 -0.654 0.855 -0.019  -0.174
N1 -1.111 -0.039 0.992  0.014
N2 -2.158 -0.560 0.758  -0.053
O2 -2.978 -0.273 -0.318  0.010
H1 1.600 -2.132 -0.649  0.032
H2 0.042 -1.427 -0.787  0.071
H3 2.599 0.090 0.398  0.114
H4 0.669 1.591 1.301  0.146
H5 1.015 1.831 -0.550  0.138
H6 -2.431 0.175 -0.957  0.069


Formula: C3H6N2O2S
Source: OMol25
Level of theory: ωB97M-V/def2-TZVPD

As for the LUMO energy: 0.0234 hartree. The value obtained for the largest force on an atom is 0.02157 Eh/bohr. The SMILES is NNC(=O)CSC=O. The calculation puts the HOMO-LUMO gap at 10.5182 eV.

Each line ends with the Löwdin charge.
Cartesian coordinates (Å):
N1 2.506 1.246 -0.407  0.035
N2 1.341 0.745 0.179  -0.032
C1 1.095 -0.587 0.231  -0.561
O1 1.886 -1.432 -0.146  0.051
C2 -0.275 -0.951 0.800  -0.374
S1 -1.610 -0.846 -0.416  0.967
C3 -2.036 0.852 -0.261  -0.590
O2 -1.480 1.656 0.454  -0.046
H1 3.313 0.932 0.175  0.103
H2 2.616 0.750 -1.285  0.079
H3 0.613 1.409 0.398  0.107
H4 -0.535 -0.310 1.663  0.096
H5 -0.218 -1.984 1.124  0.082
H6 -2.905 1.121 -0.893  0.085


Formula: C3H6N2O2S
Source: OMol25
Level of theory: ωB97M-V/def2-TZVPD

As for the LUMO energy: 0.0220 hartree. The value obtained for the largest force on an atom is 0.03774 Eh/bohr. The SMILES is C/C(=N\O)S/C=N\O. The calculation puts the HOMO-LUMO gap at 9.7624 eV.

Each line ends with the Löwdin charge.
Cartesian coordinates (Å):
C1 1.871 -0.984 -0.197  -0.097
C2 0.547 -0.353 -0.123  -0.657
N1 0.342 0.886 0.058  -0.059
O1 1.509 1.631 0.177  -0.037
S1 -0.841 -1.439 -0.242  0.985
C3 -2.249 -0.640 0.462  -0.486
N2 -2.795 0.469 0.205  -0.080
O2 -2.304 1.325 -0.718  -0.068
H1 1.748 -2.048 -0.449  0.068
H2 2.462 -1.013 0.728  0.098
H3 2.549 -0.516 -0.927  0.095
H4 1.208 2.538 0.376  0.114
H5 -2.729 -1.212 1.273  0.077
H6 -1.317 1.357 -0.620  0.049


Formula: C3H6N2O2S
Source: OMol25
Level of theory: ωB97M-V/def2-TZVPD

As for the LUMO energy (spin up / spin down): -0.4470 / -0.4686 hartree. The value obtained for the largest force on an atom is 0.09889 Eh/bohr. The calculation puts the HOMO-LUMO gap (spin up / spin down) at 8.0147 / 6.6922 eV. As for the charge: +2.

Each line ends with the Löwdin charge.
Cartesian coordinates (Å):
C1 0.533 1.216 -1.157  -0.363
C2 -1.702 -0.185 2.094  0.015
C3 1.572 -0.908 -1.591  0.104
N1 -1.209 0.427 0.932  0.033
N2 1.574 0.400 -0.918  -0.210
O1 -1.824 1.250 0.211  -0.103
O2 2.435 0.710 -0.064  0.253
S1 -0.584 2.246 -1.233  1.374
H1 -1.908 -1.227 1.795  0.158
H2 -2.764 0.122 2.422  0.170
H3 -0.928 -0.508 2.813  0.150
H4 1.645 -0.788 -2.627  0.110
H5 0.600 -1.300 -1.400  0.114
H6 2.561 -1.455 -1.277  0.195


Formula: C3H6N2O3
Source: OMol25
Level of theory: ωB97M-V/def2-TZVPD

As for the LUMO energy: 0.0157 hartree. The value obtained for the largest force on an atom is 0.05133 Eh/bohr. The calculation puts the HOMO-LUMO gap at 10.2636 eV.

Each line ends with the Löwdin charge.
Cartesian coordinates (Å):
C1 0.788 0.205 -1.484  -0.095
C2 -1.351 0.435 -0.108  -0.643
C3 0.209 -0.247 1.509  -0.270
N1 1.403 -0.740 1.801  0.160
O1 -0.069 -0.401 -0.526  -0.191
O2 -2.363 -0.469 -0.155  0.096
N2 -0.839 0.286 1.692  0.235
O3 -1.428 1.577 -0.480  0.080
H1 -3.178 0.045 -0.254  0.129
H2 1.605 -1.658 1.422  0.123
H3 2.181 -0.089 1.773  0.123
H4 0.575 -0.195 -2.480  0.087
H5 1.822 -0.038 -1.221  0.079
H6 0.645 1.290 -1.487  0.086


Formula: C3H6N2O3
Source: OMol25
Level of theory: ωB97M-V/def2-TZVPD

As for the LUMO energy: 0.0211 hartree. The value obtained for the largest force on an atom is 0.00854 Eh/bohr. The SMILES is C[C@@]1([O-])OC(=O)[N@@H+]1N. The calculation puts the HOMO-LUMO gap at 11.0511 eV.

Each line ends with the Löwdin charge.
Cartesian coordinates (Å):
C1 1.894 -0.162 -0.482  0.014
C2 0.803 0.041 0.521  -0.443
O1 0.780 -0.238 1.675  0.109
O2 0.159 1.650 0.140  0.079
C3 -0.985 1.221 -0.250  -0.575
O3 -2.028 1.745 -0.517  0.124
N1 -0.801 -0.289 -0.276  -0.018
N2 -1.690 -1.059 0.523  0.080
H1 1.602 0.158 -1.479  0.087
H2 2.170 -1.217 -0.484  0.099
H3 2.752 0.429 -0.160  0.103
H4 -0.781 -0.665 -1.221  0.161
H5 -1.290 -1.042 1.463  0.086
H6 -2.584 -0.572 0.547  0.095


Formula: C3H6N2O3
Source: OMol25
Level of theory: ωB97M-V/def2-TZVPD

As for the LUMO energy: -0.0164 hartree. The value obtained for the largest force on an atom is 0.13777 Eh/bohr. The calculation puts the HOMO-LUMO gap at 8.8379 eV.

Each line ends with the Löwdin charge.
Cartesian coordinates (Å):
C1 -1.016 0.939 -0.216  -0.499
C2 1.450 0.470 -0.402  -0.124
C3 2.562 -0.265 0.002  -0.029
H1 -1.455 -1.562 0.324  0.173
H2 -2.853 1.187 -0.357  0.234
H3 -0.405 -1.387 1.018  0.237
H4 1.696 1.573 -0.733  0.147
H5 3.613 0.242 0.466  0.124
H6 2.408 -1.358 0.479  0.078
N1 -2.246 0.249 0.067  -0.018
N2 0.033 0.106 -0.531  -0.078
O1 -2.515 -1.210 -0.291  -0.193
O2 -1.099 2.111 0.183  0.043
O3 -0.172 -1.094 -0.006  -0.097


Formula: C3H6N2O3
Source: OMol25
Level of theory: ωB97M-V/def2-TZVPD

As for the LUMO energy: 0.0211 hartree. The value obtained for the largest force on an atom is 0.12255 Eh/bohr. The calculation puts the HOMO-LUMO gap at 10.8416 eV.

Each line ends with the Löwdin charge.
Cartesian coordinates (Å):
C1 2.683 0.895 -0.330  0.022
C2 0.090 -0.973 0.604  -0.229
C3 -2.639 0.042 -0.187  -0.345
H1 2.845 2.031 -0.095  0.113
H2 3.601 0.493 -0.420  0.033
H3 -0.157 0.155 1.054  0.162
H4 0.106 -1.932 1.366  0.184
H5 -0.923 0.901 -0.287  0.221
H6 -3.348 -1.092 -0.385  0.206
N1 1.462 0.519 -0.205  -0.044
N2 -1.451 -0.087 -0.975  -0.012
O1 1.378 -0.783 0.117  -0.140
O2 -0.679 -1.306 -0.604  -0.151
O3 -2.969 1.136 0.347  -0.018


Formula: C3H6N2O4
Source: OMol25
Level of theory: ωB97M-V/def2-TZVPD

As for the LUMO energy: -0.0067 hartree. The value obtained for the largest force on an atom is 0.08520 Eh/bohr. The SMILES is CO[C@H](C(N)=O)[N+](=O)[O-]. The calculation puts the HOMO-LUMO gap at 9.8081 eV.

Each line ends with the Löwdin charge.
Cartesian coordinates (Å):
C1 -1.598 -1.496 -0.988  -0.110
O1 -1.080 -0.941 0.154  -0.096
C2 -0.115 -0.013 -0.077  -0.219
C3 1.112 0.018 1.215  -0.460
N1 2.091 0.772 0.788  0.160
O2 0.964 -0.625 2.199  0.126
N2 -0.496 1.346 0.085  -0.363
O3 0.262 2.142 -0.535  0.022
O4 -1.366 1.569 0.870  0.158
H1 -2.528 -2.075 -0.693  0.122
H2 -0.842 -2.057 -1.627  0.104
H3 -1.749 -0.631 -1.742  0.113
H4 0.398 -0.154 -1.009  0.149
H5 2.012 1.205 -0.124  0.094
H6 2.935 0.942 1.486  0.199


Formula: C3H6N2OS
Source: OMol25
Level of theory: ωB97M-V/def2-TZVPD

As for the LUMO energy: 0.0262 hartree. The value obtained for the largest force on an atom is 0.16370 Eh/bohr. The SMILES is C=CN(S)C(N)=O. The calculation puts the HOMO-LUMO gap at 9.4108 eV.

Each line ends with the Löwdin charge.
Cartesian coordinates (Å):
C1 0.813 2.206 0.017  0.005
C2 -0.424 1.526 -0.274  -0.182
N1 -0.355 0.109 0.102  -0.547
S1 -1.621 -0.634 0.885  0.789
C3 0.807 -0.687 -0.360  -0.680
N2 1.434 -0.120 -1.301  0.134
O1 0.953 -1.869 -0.020  0.003
H1 0.887 3.258 -0.263  0.042
H2 1.691 1.530 0.357  0.097
H3 -1.367 1.935 -0.743  0.116
H4 -1.251 0.067 2.097  -0.061
H5 1.330 0.819 -1.611  0.070
H6 2.287 -0.717 -1.741  0.215


Formula: C3H6N2OS
Source: OMol25
Level of theory: ωB97M-V/def2-TZVPD

As for the LUMO energy: 0.0277 hartree. The value obtained for the largest force on an atom is 0.09273 Eh/bohr. The calculation puts the HOMO-LUMO gap at 10.1153 eV.

Each line ends with the Löwdin charge.
Cartesian coordinates (Å):
C1 -0.446 0.479 0.431  -0.443
C2 1.058 -1.241 -0.439  -0.352
C3 -1.730 1.141 0.317  -0.006
N1 0.554 0.736 1.088  -0.098
N2 -0.326 -0.826 -0.440  -0.031
O1 2.922 0.583 0.191  -0.522
S1 1.977 -0.264 0.909  0.919
H1 1.256 -2.309 -0.079  0.081
H2 1.583 -1.367 -1.397  0.091
H3 -1.846 2.019 0.764  0.039
H4 -2.445 0.501 0.826  0.104
H5 -1.851 1.172 -0.775  0.102
H6 -0.706 -0.625 -1.394  0.117


Formula: C3H6N2OS
Source: OMol25
Level of theory: ωB97M-V/def2-TZVPD

As for the LUMO energy: 0.0274 hartree. The value obtained for the largest force on an atom is 0.02703 Eh/bohr. The SMILES is CS/N=C\NC=O. The calculation puts the HOMO-LUMO gap at 9.3409 eV.

Each line ends with the Löwdin charge.
Cartesian coordinates (Å):
C1 -1.304 2.483 0.326  -0.422
S1 -0.051 1.277 -0.058  0.806
N1 -0.888 -0.174 0.388  -0.275
C2 -0.422 -1.349 0.290  -0.317
N2 0.778 -1.903 -0.150  0.076
C3 1.925 -1.334 -0.673  -0.353
O1 2.898 -1.923 -1.055  0.053
H1 -1.431 2.467 1.396  0.022
H2 -0.864 3.446 0.039  0.038
H3 -2.270 2.306 -0.107  0.031
H4 -1.108 -2.127 0.596  0.115
H5 0.826 -2.924 -0.240  0.152
H6 1.909 -0.246 -0.752  0.072


Formula: C3H6N2OS
Source: OMol25
Level of theory: ωB97M-V/def2-TZVPD

As for the LUMO energy: 0.0304 hartree. The value obtained for the largest force on an atom is 0.10496 Eh/bohr. The SMILES is CS/C=N\NC=O. The calculation puts the HOMO-LUMO gap at 9.2846 eV.

Each line ends with the Löwdin charge.
Cartesian coordinates (Å):
C1 -1.010 0.791 -1.261  -0.439
S1 0.148 -0.317 -1.966  0.893
C2 0.559 -1.435 -0.743  -0.525
N1 0.434 -1.523 0.549  -0.031
N2 0.022 -0.505 1.421  -0.036
C3 0.762 0.703 1.483  -0.251
O1 1.223 1.211 0.402  -0.090
H1 -0.605 1.819 -0.925  0.076
H2 -1.655 0.311 -0.574  0.024
H3 -1.633 1.026 -2.136  0.029
H4 1.018 -2.354 -1.157  0.074
H5 -0.125 -0.941 2.312  0.107
H6 0.861 1.214 2.594  0.168